<i>
{"formula": "C3H4ClN3", "method": "wB97M-V/def2-TZVPD", "total_charge": 0, "homo_ev": [-8.15, -8.32], "symbols": ["C", "C", "C", "N", "N", "N", "Cl", "H", "H", "H", "H"], "xyz": [[2.22928, -1.01261, -0.01870], [-2.09582, 0.26276, -0.50462], [1.91504, 0.14220, 0.66818], [2.45792, -1.97085, -0.61908], [-0.80734, 0.19768, 0.05659], [-0.32607, -0.25291, 1.00951], [1.68999, 1.56737, -0.27261], [-2.23115, -0.64209, -1.10523], [-2.14555, 1.12449, -1.17118], [-2.87710, 0.30081, 0.25974], [2.19081, 0.28316, 1.69739]], "mulliken_charge": [0.4016, -0.6714, -0.3435, -0.3910, 0.3773, -0.4179, -0.1322, 0.2872, 0.2665, 0.2855, 0.3379]}

<ii>
{"formula": "C3H4ClN3", "method": "wB97M-V/def2-TZVPD", "total_charge": 0, "homo_ev": -9.72, "smiles": "ClCn1nccn1", "symbols": ["C", "C", "C", "N", "N", "N", "Cl", "H", "H", "H", "H"], "xyz": [[1.90241, 0.12799, 0.13496], [1.15571, 1.34414, 0.08245], [-1.76523, -0.98930, -0.10759], [1.00525, -0.88572, 0.21545], [-0.11808, 1.03096, -0.13233], [-0.10283, -0.28994, -0.06728], [-2.83857, 0.29861, 0.15258], [3.01276, 0.07067, 0.40392], [1.36753, 2.44925, -0.18276], [-1.72826, -1.83995, 0.72027], [-1.89070, -1.31671, -1.21966]], "mulliken_charge": [-0.2181, -0.1689, -0.1879, -0.7221, -0.6028, 0.8264, -0.0701, 0.3053, 0.2978, 0.2837, 0.2567]}

It comes down to <ii>, which is 0.0327 hartree more stable than the next structure.

<i>
{"formula": "C18H19N3O2S", "method": "wB97M-V/def2-TZVPD", "total_charge": 0, "homo_ev": -8.49, "smiles": "COCc1cc(C)nc(SCC(=O)Nc2cccc(C)c2)c1C#N", "symbols": ["C", "H", "O", "C", "C", "C", "C", "N", "C", "C", "C", "N", "S", "C", "H", "H", "C", "O", "N", "C", "C", "C", "C", "C", "C", "H", "C", "H", "H", "H", "H", "H", "H", "H", "C", "H", "H", "H", "H", "H", "H", "H", "H"], "xyz": [[3.31911, 1.96306, -1.47029], [3.44558, 2.24608, -2.52232], [1.96227, 1.93881, -1.10820], [1.22269, 1.00256, -1.84925], [-0.18863, 0.93203, -1.34855], [-0.69531, 1.85415, -0.45044], [-1.99988, 1.71502, 0.02030], [-2.76891, 0.70567, -0.36532], [-2.29824, -0.18977, -1.19953], [-1.01516, -0.12590, -1.75772], [-0.54571, -1.13980, -2.61391], [-0.15856, -1.98318, -3.28855], [-3.33974, -1.60821, -1.46482], [-3.71819, -1.90479, 0.30342], [-4.05194, -2.93962, 0.37187], [-4.50803, -1.22978, 0.62793], [-2.46138, -1.64690, 1.12902], [-2.47431, -0.92944, 2.10123], [-1.36317, -2.27272, 0.62567], [-0.01700, -1.90653, 0.77189], [0.93089, -2.63142, 0.05520], [2.25907, -2.25322, 0.10116], [2.64657, -1.14795, 0.83805], [1.70684, -0.41170, 1.54955], [0.37764, -0.80722, 1.52398], [-0.36063, -0.25011, 2.07736], [2.11152, 0.82294, 2.29268], [3.09379, 0.70211, 2.74417], [2.15955, 1.65938, 1.59456], [1.38933, 1.06446, 3.06803], [3.68531, -0.85122, 0.86069], [2.99254, -2.81965, -0.45348], [0.62452, -3.47584, -0.54471], [-1.52709, -2.92580, -0.13224], [-2.59407, 2.64399, 1.02070], [-1.95613, 3.50664, 1.18680], [-3.57917, 2.96597, 0.69099], [-2.72618, 2.10213, 1.95706], [-0.06415, 2.65642, -0.10775], [1.21833, 1.27608, -2.91990], [1.68201, 0.00263, -1.77083], [3.79688, 2.70600, -0.83504], [3.78713, 0.98463, -1.30941]], "mulliken_charge": [-0.8442, 0.3395, -0.2520, -1.0723, 0.8808, -0.4537, 0.6008, -0.4537, 0.6888, 0.0237, -0.2871, -0.5844, -0.2047, -0.7370, 0.4412, 0.4239, 0.3215, -0.6002, -0.0327, 0.0997, -0.4689, -0.9057, -0.5581, 0.9606, -0.3106, 0.5673, -1.7584, 0.4604, 0.2302, 0.3763, 0.4712, 0.3806, 0.4134, 0.2931, -1.4399, 0.3645, 0.3694, 0.2975, 0.4391, 0.5365, 0.4131, 0.2693, 0.3013]}

<ii>
{"formula": "C18H19N3O2S", "method": "wB97M-V/def2-TZVPD", "total_charge": 0, "homo_ev": -8.54, "symbols": ["C", "C", "O", "C", "C", "C", "N", "C", "C", "C", "C", "C", "C", "H", "H", "H", "C", "N", "S", "C", "H", "C", "O", "N", "C", "C", "H", "C", "C", "H", "H", "H", "H", "H", "H", "H", "H", "H", "H", "H", "H", "H", "H"], "xyz": [[-3.43519, 2.24554, 4.44549], [-2.55913, 2.07586, 3.30765], [-1.33689, 2.36891, 3.71583], [-0.20502, 2.20066, 2.73383], [-0.26018, 1.86389, 1.32971], [0.89815, 1.51173, 0.56936], [0.82392, 0.96596, -0.66017], [1.58413, 1.01833, -1.52316], [2.92654, 1.29919, -1.12792], [3.20741, 1.79485, 0.26203], [1.91442, 1.76307, 1.09627], [2.05543, 2.34935, 2.29850], [1.17034, 2.66660, 3.13027], [1.05831, 2.80700, 4.26763], [3.10362, 2.74337, 2.72596], [4.26272, 1.88889, 0.58909], [4.23417, 1.15443, -1.88987], [5.05856, 0.90504, -2.61518], [1.28031, 0.41622, -3.00640], [-0.37981, 0.05812, -3.08650], [-0.78276, 0.52470, -2.23561], [-0.83940, -1.44515, -3.49746], [-1.55571, -1.52906, -4.46873], [-0.47571, -2.39403, -2.59801], [-0.06238, -2.03154, -1.49521], [-0.16177, -3.40523, -0.63307], [0.79363, -3.64402, -0.00010], [-0.38898, -4.44690, -1.83529], [-0.83382, -3.68748, -2.95334], [-0.57682, -3.85607, -3.90221], [-2.13873, -3.66483, -2.86806], [-0.81432, -5.23803, -1.73095], [0.74125, -4.71510, -2.16868], [-0.98433, -3.31708, -0.24267], [-0.05311, -1.24906, -0.84681], [1.11147, -2.14234, -1.48757], [-0.85039, 0.99115, -3.97111], [-1.19026, 1.18482, 1.14407], [-2.86016, 2.55221, 2.31644], [-2.66396, 0.73613, 2.88340], [-4.36220, 2.00943, 4.22835], [-3.11644, 1.39953, 5.24165], [-3.33690, 3.27095, 4.55855]], "mulliken_charge": [-1.5060, 0.0535, -0.3049, 0.3181, -0.6331, -0.2883, -0.0360, 0.6175, 0.2353, -1.0042, 2.0231, -0.6108, -0.7671, 0.3075, 0.1006, 0.3841, -0.1365, -0.4348, -0.2148, -0.5384, 0.4185, 0.4136, -0.6243, 0.2208, -0.8182, -1.0687, 0.3112, -1.2086, -0.5645, 0.4739, 0.2670, 0.8151, 0.1845, 0.6395, 0.7562, 0.1493, 0.3125, 0.1169, 0.3127, 0.1934, 0.5252, 0.2418, 0.3673]}

It comes down to <i>, which is 0.6010 hartree more stable than the next structure.

<i>
{"formula": "C4H7ClN", "method": "wB97M-V/def2-TZVPD", "total_charge": 1, "homo_ev": [-13.65, -12.08], "symbols": ["C", "C", "C", "C", "N", "Cl", "H", "H", "H", "H", "H", "H", "H"], "xyz": [[-0.38152, 0.82237, 0.69559], [-2.44285, -0.88601, -0.17322], [0.85540, -1.21341, -0.10121], [0.48243, 1.33043, -0.43907], [0.79913, 0.13879, 0.46958], [-3.82369, -0.17487, -0.09858], [-0.05322, -1.15837, -0.83147], [1.70299, -1.21863, -0.68529], [0.67898, -2.10195, 0.47012], [0.29304, 0.85354, -1.42744], [-0.83010, 1.00420, 1.62074], [1.11654, 2.14522, -0.55275], [1.60287, 0.45869, 1.05300]], "mulliken_charge": [-0.3884, 0.0360, -0.6705, -0.2824, -0.0049, 0.1185, 0.2173, 0.3795, 0.3084, 0.2367, 0.3819, 0.3208, 0.3469]}

<ii>
{"formula": "C4H7ClN", "method": "wB97M-V/def2-TZVPD", "total_charge": 1, "homo_ev": -14.00, "symbols": ["C", "C", "C", "C", "N", "Cl", "H", "H", "H", "H", "H", "H", "H"], "xyz": [[-1.83461, -1.24935, -0.70046], [1.99363, 1.43272, 0.84027], [-0.49935, -1.73867, -1.06814], [0.68597, 1.43961, 1.01236], [-0.57023, -0.51029, -0.81657], [-0.17012, 0.10778, 1.74421], [-2.58055, -1.11347, -1.47356], [-2.21981, -1.40706, 0.30091], [2.47952, 2.29682, 0.41915], [2.61553, 0.60152, 1.12358], [0.16289, -2.53173, -1.34335], [0.04346, 2.27988, 0.79198], [-0.10633, 0.39224, -0.83038]], "mulliken_charge": [-0.3970, -0.3712, 0.1826, -0.4566, -0.0512, -0.1345, 0.2637, 0.2246, 0.2700, 0.2706, 0.3763, 0.4700, 0.3526]}

It comes down to <ii>, which is 0.1702 hartree more stable than the next structure.

<i>
{"formula": "C3H9NS", "method": "wB97M-V/def2-TZVPD", "total_charge": 0, "homo_ev": -7.45, "symbols": ["C", "S", "H", "H", "H", "C", "C", "N", "H", "H", "H", "H", "H", "H"], "xyz": [[1.62538, -2.26084, 0.62990], [1.27583, -0.50097, -0.04137], [2.75864, -2.34018, 0.58152], [1.04265, -3.13895, 0.20482], [1.35266, -2.14434, 1.67009], [-2.08413, 1.75034, -1.14700], [-1.06379, 0.30138, 0.63539], [-1.11525, 1.38261, -0.05641], [-1.60752, 1.32785, -1.97376], [-3.07357, 1.37122, -0.88726], [-1.97952, 2.85930, -1.10515], [-1.26560, -0.78364, 0.35372], [-0.56408, 0.52436, 1.62878], [-0.13490, 1.91631, -0.12577]], "mulliken_charge": [-0.7361, -0.3416, 0.2493, 0.2453, 0.2216, -0.7542, -0.5815, -0.2163, 0.3275, 0.2841, 0.2662, 0.3467, 0.3785, 0.3106]}

<ii>
{"formula": "C3H9NS", "method": "wB97M-V/def2-TZVPD", "total_charge": 0, "homo_ev": -8.55, "smiles": "CNCSC", "symbols": ["C", "S", "H", "H", "H", "C", "C", "N", "H", "H", "H", "H", "H", "H"], "xyz": [[-0.11755, -2.27624, -0.07573], [-0.57061, -0.76756, 0.80968], [-0.39706, -3.10544, 0.57497], [0.96373, -2.32502, -0.16124], [-0.58913, -2.39216, -1.05245], [-0.40848, 2.17421, -0.55461], [0.84576, 0.35155, 0.39843], [0.68720, 1.24392, -0.71315], [-0.20791, 2.77929, 0.32892], [-0.42515, 2.87048, -1.38805], [-1.40011, 1.73321, -0.46574], [1.00942, 0.93920, 1.29272], [1.66917, -0.32751, 0.19321], [0.59269, 0.68658, -1.55349]], "mulliken_charge": [-0.7655, -0.0591, 0.3085, 0.2480, 0.2449, -0.8950, -0.6571, -0.3483, 0.3123, 0.3267, 0.3285, 0.3733, 0.3185, 0.2645]}

It comes down to <ii>, which is 0.1184 hartree more stable than the next structure.

<i>
{"formula": "C3H9NS", "method": "wB97M-V/def2-TZVPD", "total_charge": 0, "homo_ev": -8.85, "symbols": ["C", "C", "C", "H", "H", "H", "H", "H", "H", "H", "H", "H", "N", "S"], "xyz": [[0.80121, -0.78853, 0.94570], [-0.40935, -0.39983, 0.41300], [-0.18533, 1.02964, 0.84139], [1.76550, -0.17545, 0.42877], [0.96079, -0.48614, 2.05708], [1.08238, -2.11555, 1.18087], [-1.33447, -1.05460, 0.54316], [0.30727, -0.11937, -2.37274], [-0.94806, 1.78236, 0.67413], [0.09488, 0.96883, 1.84425], [1.44915, 2.20455, 0.89979], [0.70521, 2.14178, -0.44425], [0.97256, 1.43010, 0.30257], [-0.75811, -0.76280, -1.25810]], "mulliken_charge": [-0.9936, 0.4071, -0.9090, 0.3326, 0.2547, 0.2468, 0.1352, 0.1092, 0.4520, 0.3722, 0.2338, 0.2368, -0.5192, -0.3585]}

<ii>
{"formula": "C3H9NS", "method": "wB97M-V/def2-TZVPD", "total_charge": 0, "homo_ev": -7.92, "smiles": "C=S(C)(C)=N", "symbols": ["C", "C", "C", "N", "S", "H", "H", "H", "H", "H", "H", "H", "H", "H"], "xyz": [[1.44062, -0.07477, -1.07113], [0.05567, -1.30818, 0.92522], [-1.60471, 0.73872, -0.44514], [1.14678, 0.86309, 1.29926], [0.43107, 0.25270, 0.13185], [2.11729, 0.57851, -1.43378], [0.81485, -0.52265, -1.95139], [-0.19405, -1.91617, 0.05524], [0.97386, -1.66461, 1.33170], [-0.81662, -1.19698, 1.56751], [-1.53722, 1.35662, -1.30027], [-2.07443, -0.14851, -0.79268], [-2.16453, 1.19558, 0.45254], [1.41142, 1.84665, 1.23106]], "mulliken_charge": [-0.8148, -0.9155, -1.0583, -0.6627, 0.6077, 0.3772, 0.1946, 0.3559, 0.3587, 0.3069, 0.3818, 0.3610, 0.2799, 0.2276]}

It comes down to <ii>, which is 0.0062 hartree more stable than the next structure.

<i>
{"formula": "C3H9NS", "method": "wB97M-V/def2-TZVPD", "total_charge": 0, "homo_ev": -9.05, "smiles": "C[C@@H](N)CS", "symbols": ["C", "C", "C", "H", "H", "H", "H", "H", "H", "H", "H", "H", "N", "S"], "xyz": [[-0.74998, -1.27912, 0.07310], [-0.21383, 0.20808, 0.28917], [0.93376, 0.51042, -0.50790], [-0.58629, -1.70392, -0.95700], [-1.83746, -1.26275, 0.29932], [-0.14309, -1.81381, 0.81532], [-0.97110, 0.88947, -0.01927], [0.33713, 1.23243, 1.97881], [-1.09033, 0.53370, 2.03476], [1.59916, 1.19964, 0.06818], [1.39211, -0.44563, -0.69162], [1.07083, 0.38877, -2.99027], [-0.10918, 0.33793, 1.69250], [0.36826, 1.20481, -2.08509]], "mulliken_charge": [-1.3005, 0.3578, -0.6908, 0.2770, 0.3293, 0.3985, 0.3350, 0.2479, 0.2792, 0.2934, 0.3570, 0.1408, -0.7997, -0.2250]}

<ii>
{"formula": "C3H9NS", "method": "wB97M-V/def2-TZVPD", "total_charge": 0, "homo_ev": -7.31, "symbols": ["C", "S", "H", "H", "H", "C", "C", "N", "H", "H", "H", "H", "H", "H"], "xyz": [[1.50112, -2.16895, 0.64027], [0.84772, -0.63456, -0.13503], [2.62026, -1.99122, 0.60538], [1.13043, -3.19043, 0.27434], [1.23988, -2.19854, 1.71104], [-1.27878, 1.63980, -1.36857], [-1.16953, 0.53443, 0.90413], [-0.93562, 1.52694, 0.12903], [-1.92625, 0.73747, -1.56518], [-1.71644, 2.61829, -1.45188], [-0.44329, 1.35791, -2.06720], [-1.59596, -0.45096, 0.52514], [-0.73636, 0.52096, 1.90721], [0.09662, 2.02929, 0.26348]], "mulliken_charge": [-0.7398, -0.3593, 0.2181, 0.2424, 0.2182, -0.6911, -0.4657, -0.2575, 0.2859, 0.2999, 0.2638, 0.3221, 0.3375, 0.3255]}

It comes down to <i>, which is 0.0880 hartree more stable than the next structure.